Entry 1:
A 2-piece molecular cluster, C6H2N7O6 overall, computed with ωB97M-V/def2-TZVPD.

Properties
**E_tot**: -28959.529 eV
**Net charge**: -1
**F_max**: 2.88 eV Å⁻¹
**Spin multiplicity**: 1
**Gap between HOMO and LUMO**: 6.022 eV

The geometry in XYZ format:
```
21
Properties=species:S:1:pos:R:3:nbo_charge:R:1
O 2.541 2.898 0.615 -0.382
N 1.308 2.741 0.578 0.513
O 0.506 3.706 0.518 -0.431
C 0.708 1.420 0.603 -0.079
C -0.693 1.332 0.557 -0.074
C -1.336 0.084 0.427 -0.085
N -2.769 -0.021 0.468 0.514
O -3.433 1.034 0.571 -0.421
O -3.291 -1.157 0.440 -0.393
C -0.589 -1.114 0.207 -0.018
C 0.793 -1.024 0.425 0.001
N 1.771 -2.025 0.372 0.417
O 1.730 -3.241 0.335 -0.371
O 3.010 -1.347 0.457 -0.156
N 2.835 0.009 0.553 -0.100
C 1.483 0.190 0.583 0.118
H -1.295 2.236 0.559 0.283
H -1.062 -2.093 0.301 0.289
N -1.021 -1.699 -1.814 -0.464
N -0.727 -1.190 -2.847 0.175
N -0.468 -0.738 -3.907 -0.336
```

***

Entry 2:
C6H2O4Rb as an isolated structure, computed with ωB97M-V/def2-TZVPD.

Properties
**Energy relative to the best compared isomer or geometry (same formula, charge and spin)**: 0.0 kJ/mol
**E_tot**: -15096.581 eV
**Net charge**: 0
**F_max**: 5.37 eV Å⁻¹
**Spin multiplicity**: 2
**Gap between HOMO and LUMO (alpha / beta)**: 6.742 / 5.434 eV

The geometry in XYZ format:
```
13
Properties=species:S:1:pos:R:3:nbo_charge:R:1
Rb -1.378 -1.799 4.100 0.989
C -0.980 1.064 -0.085 -0.345
C -0.153 1.363 -1.224 0.407
C 0.937 0.274 -1.561 0.392
O 1.723 0.250 -2.595 -0.487
C 1.070 -0.907 -0.621 -0.153
C 0.338 -0.982 0.539 0.326
C -0.755 -0.008 0.756 0.326
O -1.702 -0.155 1.641 -0.771
O 0.752 -1.936 1.364 -0.615
O -0.101 2.487 -1.730 -0.533
H -1.745 1.813 0.056 0.235
H 1.994 -1.465 -0.640 0.230
```

***

Entry 3:
A 9-piece molecular cluster, C6H30N2O8 overall, computed with ωB97M-V/def2-TZVPD.

Properties
**Energy relative to the best compared isomer or geometry (same formula, charge and spin)**: 65.7 kJ/mol
**E_tot**: -26069.314 eV
**Net charge**: 0
**F_max**: 3.52 eV Å⁻¹
**Spin multiplicity**: 1
**SMILES string**: C=CCCCNCN.O.O.O.O.O.O.O.O
**Gap between HOMO and LUMO**: 9.980 eV

The geometry in XYZ format:
```
46
Properties=species:S:1:pos:R:3:nbo_charge:R:1
C -1.888 0.217 0.539 -0.227
N -1.187 -1.096 0.573 -0.704
C -1.461 -1.922 -0.617 -0.041
N -0.336 -1.936 -1.544 -0.906
C -1.320 1.129 1.661 -0.421
C -0.281 2.123 1.148 -0.452
C 0.882 1.469 0.432 -0.173
C 2.156 1.617 0.792 -0.415
H -3.020 0.028 0.720 0.197
H -1.822 0.737 -0.418 0.190
H -0.134 -0.937 0.705 0.392
H -2.358 -1.529 -1.150 0.183
H -1.736 -2.962 -0.265 0.147
H -0.283 -2.696 -2.167 0.380
H 0.515 -1.872 -0.966 0.393
H -2.154 1.617 2.159 0.222
H -0.897 0.522 2.484 0.207
H -0.676 2.849 0.403 0.216
H 0.111 2.764 1.963 0.212
H 0.584 0.851 -0.438 0.192
H 2.454 2.225 1.638 0.194
H 2.994 1.175 0.217 0.205
H 0.641 0.366 -3.382 0.513
H 1.342 -0.172 -2.094 0.481
O 1.452 0.494 -2.840 -0.984
H 1.257 3.440 -2.842 0.471
H 1.160 2.051 -2.262 0.508
O 0.905 3.008 -2.126 -0.983
H 1.473 0.438 2.778 0.485
H 0.982 -0.995 3.151 0.511
O 1.739 -0.472 2.813 -0.972
H -2.137 2.784 -1.620 0.475
H -0.774 2.720 -2.289 0.503
O -1.684 2.409 -2.353 -0.991
H 1.271 -3.041 1.277 0.499
H -0.114 -3.622 1.029 0.469
O 0.632 -3.665 1.619 -0.961
H -1.479 0.968 -3.327 0.508
H -1.089 -0.477 -2.864 0.488
O -1.063 0.137 -3.626 -0.993
H -0.036 -2.741 2.959 0.503
H -1.044 -1.638 2.668 0.491
O -0.439 -1.944 3.372 -0.992
H 1.954 -1.094 1.342 0.519
H 2.917 -1.669 0.251 0.491
O 1.990 -1.659 0.497 -1.032
```

***

Entry 4:
A 9-piece molecular cluster, C6H30N2O8 overall, computed with ωB97M-V/def2-TZVPD.

Properties
**Energy relative to the best compared isomer or geometry (same formula, charge and spin)**: 170.7 kJ/mol
**E_tot**: -26068.225 eV
**Net charge**: 0
**F_max**: 3.04 eV Å⁻¹
**Spin multiplicity**: 1
**SMILES string**: CN1CCC[C@H]1CN.O.O.O.O.O.O.O.O
**Gap between HOMO and LUMO**: 8.697 eV

The geometry in XYZ format:
```
46
Properties=species:S:1:pos:R:3:nbo_charge:R:1
C 0.031 1.863 0.601 -0.406
N 1.252 1.260 0.086 -0.491
C 2.273 2.172 -0.408 -0.227
C 2.874 1.427 -1.664 -0.420
C 1.713 0.589 -2.198 -0.435
C 1.030 0.161 -0.841 -0.070
C 1.659 -1.194 -0.079 -0.249
N 2.380 -0.890 1.135 -0.875
H 0.245 2.609 1.388 0.210
H -0.498 1.055 1.130 0.222
H -0.582 2.358 -0.227 0.153
H 2.931 2.367 0.467 0.194
H 2.035 3.186 -0.705 0.189
H 3.836 0.828 -1.541 0.203
H 3.198 2.107 -2.511 0.214
H 1.124 1.345 -2.761 0.216
H 1.971 -0.217 -2.844 0.217
H -0.066 -0.198 -0.910 0.216
H 2.217 -1.700 -0.859 0.187
H 0.801 -1.877 0.150 0.191
H 3.289 -0.548 0.880 0.359
H 1.873 -0.096 1.610 0.403
H 1.380 -2.665 2.939 0.487
H 1.877 -2.773 1.549 0.510
O 1.115 -3.086 2.080 -0.965
H -1.080 1.039 -2.169 0.488
H -2.135 1.099 -3.336 0.477
O -1.482 1.650 -2.867 -0.949
H -2.295 1.837 -1.176 0.489
H -3.019 0.677 -0.636 0.501
O -2.991 1.619 -0.547 -0.963
H -0.456 -2.649 1.864 0.520
H -1.795 -1.803 2.047 0.490
O -1.425 -2.556 1.663 -0.981
H -3.299 1.353 2.240 0.465
H -2.540 1.650 1.049 0.507
O -2.424 1.623 2.050 -0.992
H -1.681 -4.081 -0.921 0.480
H -1.744 -2.989 0.232 0.512
O -1.987 -3.253 -0.705 -0.999
H -1.346 0.438 2.824 0.501
H -0.503 0.143 4.123 0.474
O -0.557 -0.024 3.151 -1.000
H -2.441 -1.000 -2.495 0.457
H -2.317 -1.918 -1.333 0.511
O -2.441 -0.938 -1.529 -1.019
```

***

Entry 5:
A 11-piece molecular cluster, C6H30O11 overall, computed with ωB97M-V/def2-TZVPD.

Properties
**Energy relative to the best compared isomer or geometry (same formula, charge and spin)**: 8.2 kJ/mol
**E_tot**: -29232.368 eV
**Net charge**: 0
**F_max**: 1.48 eV Å⁻¹
**Spin multiplicity**: 1
**SMILES string**: CC/C=C/C=C/O.O.O.O.O.O.O.O.O.O.O
**Gap between HOMO and LUMO**: 8.453 eV

The geometry in XYZ format:
```
47
Properties=species:S:1:pos:R:3:nbo_charge:R:1
C -0.848 3.894 -1.039 -0.599
C -0.037 2.994 -1.983 -0.438
C 0.386 1.740 -1.295 -0.198
C 0.288 0.522 -1.822 -0.228
C 0.693 -0.692 -1.124 -0.321
C 0.591 -1.892 -1.703 0.129
O 0.972 -2.992 -0.948 -0.732
H -0.250 4.148 -0.164 0.214
H -1.754 3.388 -0.676 0.194
H -1.100 4.824 -1.531 0.212
H 0.864 3.547 -2.265 0.211
H -0.610 2.795 -2.894 0.204
H 0.853 1.908 -0.314 0.223
H -0.074 0.360 -2.838 0.208
H 1.013 -0.625 -0.081 0.210
H 0.244 -2.096 -2.697 0.210
H 0.877 -3.808 -1.438 0.491
H 0.953 2.406 2.495 0.498
H 2.298 1.804 2.137 0.460
O 1.791 2.629 2.033 -0.984
H -2.714 -1.879 -3.410 0.482
H -2.243 -0.830 -2.361 0.519
O -1.984 -1.686 -2.802 -1.006
H -0.809 0.990 2.924 0.508
H -1.357 2.337 2.327 0.480
O -0.692 1.975 2.926 -0.983
H -1.536 -1.141 3.512 0.490
H -0.380 -1.324 2.498 0.525
O -1.200 -0.778 2.693 -1.000
H 4.262 0.244 -0.246 0.490
H 3.901 -1.174 -0.649 0.491
O 4.461 -0.677 -0.042 -0.943
H -1.164 -3.069 -0.181 0.476
H -2.055 -2.683 -1.388 0.503
O -2.078 -3.098 -0.492 -0.986
H 1.846 -1.833 2.467 0.512
H 1.120 -2.868 1.561 0.486
O 1.045 -2.402 2.404 -0.994
H -2.144 1.092 -1.193 0.479
H -3.052 -0.037 -0.598 0.512
O -2.845 0.477 -1.437 -0.999
H 3.959 -1.092 3.089 0.485
H 3.804 -0.901 1.548 0.508
O 3.300 -0.897 2.401 -0.995
H -2.937 -1.838 0.365 0.505
H -2.493 -0.793 1.466 0.502
O -3.166 -0.971 0.767 -1.012
```

***

Entry 6:
A 10-piece molecular cluster, C6H31NO10 overall, computed with ωB97M-V/def2-TZVPD.

Properties
**Energy relative to the best compared isomer or geometry (same formula, charge and spin)**: 340.5 kJ/mol
**E_tot**: -28688.083 eV
**Net charge**: 0
**F_max**: 7.88 eV Å⁻¹
**Spin multiplicity**: 1
**SMILES string**: CCC(=O)NC(C)C.O.O.O.O.O.O.O.O.O
**Gap between HOMO and LUMO**: 9.552 eV

The geometry in XYZ format:
```
48
Properties=species:S:1:pos:R:3:nbo_charge:R:1
C -0.714 -1.599 2.118 -0.496
C -2.184 -1.916 1.769 -0.622
C -0.139 -0.728 1.014 0.684
N -0.943 0.357 0.531 -0.672
C 0.695 1.367 -1.148 -0.676
C -0.467 1.604 -0.117 -0.056
C 0.096 2.525 1.045 -0.617
O 1.007 -0.732 0.588 -0.672
H -0.150 -2.586 2.154 0.221
H -0.711 -0.857 2.973 0.253
H -2.582 -2.500 2.635 0.220
H -2.804 -1.031 1.749 0.224
H -2.349 -2.279 0.794 0.213
H -1.895 0.305 0.721 0.404
H 1.179 0.347 -1.125 0.256
H 0.285 1.283 -2.162 0.212
H 1.262 2.283 -1.268 0.216
H -1.462 1.928 -0.620 0.251
H -0.633 2.959 1.711 0.211
H 0.551 3.339 0.544 0.200
H 0.881 2.010 1.592 0.216
H -4.909 0.683 0.306 0.493
H -3.738 0.527 -0.744 0.477
O -4.080 0.252 0.007 -0.961
H 3.307 -0.887 2.714 0.483
H 3.170 -0.016 4.000 0.464
O 3.738 -0.688 3.607 -0.947
H -1.609 0.539 -3.479 0.523
H -2.957 0.708 -3.656 0.477
O -2.269 1.341 -3.367 -0.968
H 4.393 1.571 1.072 0.462
H 4.142 2.808 1.838 0.463
O 4.192 1.882 1.856 -0.924
H 2.823 0.119 -0.056 0.486
H 2.963 -1.151 -0.876 0.456
O 3.394 -0.612 -0.291 -0.951
H -2.718 2.305 -2.143 0.504
H -3.594 3.601 -1.774 0.474
O -3.206 2.784 -1.353 -1.013
H 0.746 -4.053 -0.979 0.480
H 0.776 -3.665 0.416 0.474
O 1.406 -3.943 -0.282 -0.918
H 2.071 -2.610 -1.102 0.518
H 2.599 -2.009 -2.509 0.479
O 1.803 -2.228 -1.983 -1.009
H 0.170 -1.195 -2.662 0.500
H -0.780 -1.123 -1.553 0.482
O -0.756 -1.017 -2.507 -0.974
```

***

Entry 7:
A 10-piece molecular cluster, C6H31NO10 overall, computed with ωB97M-V/def2-TZVPD.

Properties
**Energy relative to the best compared isomer or geometry (same formula, charge and spin)**: 187.5 kJ/mol
**E_tot**: -28689.668 eV
**Net charge**: 0
**F_max**: 2.47 eV Å⁻¹
**Spin multiplicity**: 1
**SMILES string**: CCN(C)[C@H](C)C=O.O.O.O.O.O.O.O.O.O
**Gap between HOMO and LUMO**: 8.836 eV

The geometry in XYZ format:
```
48
Properties=species:S:1:pos:R:3:nbo_charge:R:1
C 2.482 -2.110 1.944 -0.628
C 1.697 -1.202 1.039 -0.236
N 1.404 0.172 1.545 -0.450
C 1.024 0.202 2.966 -0.422
C 0.164 2.244 0.959 -0.648
C 0.470 0.794 0.591 -0.182
C -0.921 0.127 0.465 0.516
O -1.109 -0.894 -0.159 -0.630
H 2.790 -3.031 1.439 0.223
H 1.924 -2.425 2.821 0.205
H 3.449 -1.669 2.204 0.219
H 0.834 -1.708 0.600 0.187
H 2.268 -0.928 0.140 0.200
H 0.576 -0.751 3.248 0.180
H 0.328 0.973 3.249 0.227
H 1.942 0.339 3.544 0.196
H 0.027 2.621 1.974 0.224
H 1.109 2.764 0.734 0.230
H -0.557 2.710 0.294 0.229
H 1.060 0.884 -0.321 0.228
H -1.728 0.747 0.878 0.125
H -2.243 -2.208 1.051 0.480
H -1.516 -3.072 2.118 0.476
O -2.232 -2.447 1.984 -0.959
H -2.794 -1.308 -0.965 0.498
H -3.707 -2.377 -1.625 0.484
O -3.484 -1.443 -1.641 -0.959
H -2.062 -0.628 4.078 0.479
H -2.366 0.333 3.021 0.465
O -1.701 0.188 3.706 -0.937
H -0.278 -1.442 -3.943 0.513
H -0.150 -1.333 -2.446 0.492
O 0.390 -1.465 -3.238 -0.956
H -1.957 0.345 -3.585 0.481
H -2.717 -0.882 -2.995 0.495
O -2.236 -0.548 -3.787 -1.011
H 2.697 0.504 -3.170 0.476
H 1.230 -0.070 -3.212 0.508
O 1.775 0.769 -3.213 -1.017
H 0.811 2.158 -2.403 0.512
H 0.368 3.610 -2.548 0.476
O 0.184 2.811 -2.045 -0.997
H -3.140 1.491 -1.241 0.478
H -1.826 2.280 -1.619 0.506
O -2.231 1.406 -1.541 -0.974
H 3.023 1.155 0.416 0.481
H 3.203 1.127 -1.059 0.458
O 3.726 1.187 -0.252 -0.942
```

***

Entry 8:
A 9-piece molecular cluster, C6H32N2O8 overall, computed with ωB97M-V/def2-TZVPD.

Properties
**Energy relative to the best compared isomer or geometry (same formula, charge and spin)**: 246.4 kJ/mol
**E_tot**: -26100.560 eV
**Net charge**: 0
**F_max**: 2.74 eV Å⁻¹
**Spin multiplicity**: 1
**SMILES string**: CCCCCNCN.O.O.O.O.O.O.O.O
**Gap between HOMO and LUMO**: 9.205 eV

The geometry in XYZ format:
```
48
Properties=species:S:1:pos:R:3:nbo_charge:R:1
C 1.491 -2.482 -2.799 -0.644
C 0.608 -2.653 -1.579 -0.430
C 0.657 -1.456 -0.580 -0.399
C 0.488 -1.892 0.879 -0.444
C -0.953 -1.610 1.333 -0.220
N -1.107 -0.277 1.850 -0.668
C -2.437 0.151 2.197 -0.060
N -3.375 0.474 1.096 -0.837
H 2.306 -3.197 -2.944 0.222
H 0.953 -2.898 -3.676 0.213
H 1.641 -1.455 -3.110 0.219
H -0.437 -2.723 -1.936 0.213
H 0.686 -3.559 -0.986 0.204
H -0.074 -0.681 -0.774 0.215
H 1.622 -0.980 -0.793 0.176
H 0.898 -2.830 1.264 0.216
H 1.177 -1.331 1.533 0.230
H -1.161 -2.395 2.067 0.190
H -1.600 -1.893 0.490 0.154
H -0.770 0.301 1.082 0.378
H -2.929 -0.660 2.721 0.175
H -2.426 0.963 2.918 0.179
H -3.157 1.418 0.805 0.336
H -3.140 -0.141 0.319 0.360
H -1.866 1.806 -1.026 0.477
H -0.619 2.301 -0.247 0.522
O -0.943 1.600 -0.838 -0.992
H 0.619 3.432 1.071 0.513
H -0.608 4.341 1.411 0.474
O -0.022 4.059 0.708 -0.980
H -1.717 0.139 -1.630 0.483
H -1.871 -1.128 -2.550 0.491
O -2.339 -0.405 -2.126 -0.983
H 0.822 2.836 -1.814 0.481
H 2.115 3.508 -1.746 0.462
O 1.644 2.796 -1.308 -0.943
H 0.270 1.220 2.830 0.491
H 1.690 1.627 2.571 0.494
O 0.790 1.797 2.259 -0.983
H 3.446 3.063 0.471 0.473
H 3.808 1.556 0.347 0.480
O 3.550 2.244 0.961 -0.952
H -2.307 -4.016 -1.960 0.483
H -3.196 -2.681 -1.765 0.495
O -2.642 -3.205 -2.345 -0.968
H 3.773 -1.901 1.057 0.466
H 3.002 -0.840 0.442 0.465
O 3.664 -0.941 1.116 -0.930
```